(1)
A 2-piece molecular cluster, C2H3N3O overall. Source: OMol25; level of theory: wB97M-V/def2-TZVPD.

The lowest unoccupied orbital energy is 0.382 eV. The value obtained for the energy relative to the best compared isomer or geometry (same formula, charge and spin) is 126.72 kcal/mol. As for the spin multiplicity: 1. For the HOMO energy, the calculation gives -8.6 eV. The total energy comes out at -317.33037 Eh.

Structure (XYZ):
```
9
Properties=species:S:1:pos:R:3:nbo_charge:R:1
C 0.94 -1.90 0.12 0.110
C 0.29 1.64 -0.21 -0.164
N 1.63 -1.04 -0.08 -0.351
N -1.41 0.03 0.41 0.257
N -0.67 0.83 -0.16 -0.144
O -2.29 -0.73 0.10 -0.410
H 1.36 1.16 -0.26 0.249
H -0.09 2.69 -0.23 0.208
H 0.24 -2.68 0.30 0.245
```

=====

(2)
One molecule with the formula C2H3N3O. Source: OMol25; level of theory: wB97M-V/def2-TZVPD.

The lowest unoccupied orbital energy is -0.446 eV. The value obtained for the energy relative to the best compared isomer or geometry (same formula, charge and spin) is 65.80 kcal/mol. As for the spin multiplicity: 1. For the HOMO energy, the calculation gives -9.6 eV. The total energy comes out at -317.42746 Eh.

Structure (XYZ):
```
9
Properties=species:S:1:pos:R:3:nbo_charge:R:1
O -1.96 -0.70 -0.80 -0.567
C -0.84 -0.44 -0.40 0.578
N 0.24 -1.34 -0.27 -0.351
N 1.21 -0.59 0.18 -0.006
N 1.08 0.66 0.41 -0.210
C -0.27 0.88 0.05 -0.408
H -1.09 0.80 1.01 0.281
H 2.11 -1.01 0.37 0.417
H -0.44 1.77 -0.54 0.266
```

=====

(3)
One molecule with the formula C2H3N3O. Source: OMol25; level of theory: wB97M-V/def2-TZVPD.

The lowest unoccupied orbital energy is 0.667 eV. The value obtained for the energy relative to the best compared isomer or geometry (same formula, charge and spin) is 8.32 kcal/mol. As for the spin multiplicity: 1. For the HOMO energy, the calculation gives -9.7 eV. The total energy comes out at -317.51906 Eh.

Structure (XYZ):
```
9
Properties=species:S:1:pos:R:3:nbo_charge:R:1
O -1.95 -0.35 0.08 -0.650
C -0.63 -0.17 -0.01 0.626
N 0.30 -1.05 -0.30 -0.552
C 1.43 -0.27 -0.25 0.153
N 1.25 0.99 0.07 -0.290
N -0.12 1.05 0.20 -0.406
H -2.12 -1.27 -0.12 0.505
H 2.41 -0.67 -0.47 0.200
H -0.56 1.70 0.82 0.412
```

=====

(4)
One molecule with the formula C2H3N3O. Source: OMol25; level of theory: wB97M-V/def2-TZVPD.

The lowest unoccupied orbital energy is 1.012 eV. The value obtained for the energy relative to the best compared isomer or geometry (same formula, charge and spin) is 47.91 kcal/mol. As for the spin multiplicity: 1. For the HOMO energy, the calculation gives -9.2 eV. The total energy comes out at -317.45596 Eh.

Structure (XYZ):
```
9
Properties=species:S:1:pos:R:3:nbo_charge:R:1
C -0.66 -0.09 -0.01 0.427
C 1.33 0.72 -0.01 0.325
H -2.66 -0.69 0.46 0.412
H -2.26 1.01 0.03 0.406
H 2.14 1.30 0.00 0.193
N -2.10 0.02 -0.06 -0.831
N 0.10 1.09 0.01 -0.512
N 0.23 -1.16 -0.06 -0.173
O 1.39 -0.63 0.05 -0.245
```